Entry 1:
C22H54N2O6 | ωB97M-V with the def2-TZVPD basis set

Element x y z (Å)
1 C -0.458 3.344 -3.528
2 C -0.668 2.527 -4.747
3 C -1.919 1.679 -4.503
4 C -0.965 3.445 -5.926
5 C 0.327 4.025 -6.516
6 C 1.401 2.962 -6.708
7 C 1.692 2.117 -5.428
8 C 2.615 0.993 -5.784
9 C 2.401 2.941 -4.298
10 N 0.410 1.543 -5.027
11 O 0.619 0.834 -3.828
12 H 0.187 4.195 -3.799
13 H -1.446 3.685 -3.138
14 H 0.008 2.720 -2.807
15 H -2.822 2.290 -4.504
16 H -2.017 0.952 -5.329
17 H -1.860 1.166 -3.578
18 H -1.453 2.795 -6.681
19 H -1.639 4.248 -5.630
20 H 0.074 4.474 -7.504
21 H 0.781 4.809 -5.892
22 H 2.320 3.318 -7.173
23 H 1.023 2.218 -7.503
24 H 3.559 1.368 -6.242
25 H 2.166 0.414 -6.616
26 H 2.785 0.314 -4.945
27 H 3.469 3.086 -4.576
28 H 2.311 2.334 -3.387
29 H 1.995 3.938 -4.208
30 H 0.527 -0.064 -4.164
31 C -2.152 -1.910 3.127
32 C -1.574 -3.080 3.917
33 C -2.455 -3.270 5.182
34 C -1.640 -4.268 2.986
35 C -0.973 -5.506 3.529
36 C 0.510 -5.163 3.721
37 C 0.720 -3.981 4.622
38 C 0.380 -4.318 6.089
39 C 2.165 -3.535 4.641
40 N -0.125 -2.820 4.124
41 O -0.013 -1.760 5.130
42 H -3.038 -2.174 2.616
43 H -2.477 -1.086 3.849
44 H -1.362 -1.574 2.442
45 H -2.454 -4.275 5.659
46 H -2.140 -2.599 5.966
47 H -3.464 -3.050 4.852
48 H -2.672 -4.585 2.922
49 H -1.294 -3.996 1.976
50 H -1.424 -5.826 4.479
51 H -0.998 -6.382 2.839
52 H 0.980 -5.055 2.770
53 H 0.986 -6.060 4.157
54 H 0.352 -3.382 6.656
55 H 1.167 -4.928 6.537
56 H -0.605 -4.781 6.141
57 H 2.341 -2.778 5.421
58 H 2.488 -3.184 3.657
59 H 2.682 -4.436 4.919
60 H 0.104 -0.980 4.604
61 C 2.270 0.137 2.723
62 O 0.996 -0.517 2.760
63 H 2.113 1.189 2.457
64 H 2.709 0.106 3.700
65 H 2.866 -0.358 1.998
66 H 1.082 -1.455 3.044
67 C 0.122 4.001 1.703
68 O 0.655 2.732 1.601
69 H -0.903 3.967 2.109
70 H 0.714 4.538 2.469
71 H 0.203 4.624 0.811
72 H 0.014 2.001 1.636
73 C -2.465 2.603 -0.178
74 O -2.525 1.322 -0.736
75 H -2.635 2.661 0.939
76 H -1.473 3.025 -0.489
77 H -3.214 3.177 -0.736
78 H -1.833 0.831 -0.219
79 C 0.423 0.220 -0.551
80 O -0.515 0.363 0.544
81 H 0.163 0.975 -1.306
82 H 1.367 0.612 -0.123
83 H 0.494 -0.724 -1.080
84 H -0.062 0.040 1.360

Force components x, y, z for each atom (eV/Å):
-0.2750 1.5139 0.2147
-1.6385 -0.7617 -0.1789
-0.2365 -0.0865 -1.4120
1.0867 -0.9495 -0.8322
0.2321 0.4092 -0.6788
-0.8973 -1.9758 -0.9820
0.5206 1.5384 -0.2068
0.4443 -0.8562 -1.5868
0.4261 -0.4522 -0.9954
-0.1938 1.2766 -0.7034
0.0138 -0.9726 0.1525
-0.4703 -0.1052 0.7029
0.8261 -0.0599 -0.2440
0.4439 -0.1794 1.0273
0.0569 0.1317 0.0702
-0.0144 0.1562 0.3387
-0.0187 -0.5429 0.9338
0.1297 0.5892 0.0626
-0.1360 -0.1631 0.0794
0.3381 -0.0715 0.6480
-0.4873 0.0667 -0.0464
0.1401 0.3980 0.3949
0.3326 0.8153 1.1455
-0.4165 -0.1688 0.7694
-0.0012 0.0148 0.4799
0.2879 0.2326 -0.1243
-0.5794 -0.3175 0.2637
0.2085 0.5907 -0.0680
-0.1051 0.0436 0.3535
-0.0308 -0.1158 0.4699
0.9333 1.7153 1.8381
-0.0484 -0.1943 0.0868
0.4934 -0.8584 -0.1089
-0.8854 -1.2128 -0.1961
1.4761 -0.3359 -0.4131
-0.5010 -1.6061 0.8399
-0.5836 1.3836 1.1045
-0.2894 0.3987 -0.2259
-0.1982 0.2483 -0.0529
0.2888 0.1750 0.8155
-0.2029 -1.4011 0.0513
-0.8686 -0.5013 -0.7492
0.7349 -0.7515 -1.0315
-0.5584 0.1993 0.0230
0.0150 0.4869 -0.6682
-0.0734 0.4850 0.0796
-0.2938 0.0558 0.2711
-0.6742 0.5129 -0.4371
0.0512 -0.1490 0.3495
0.0637 0.1104 -0.2939
-0.3741 0.6828 0.3432
0.3147 0.4622 -0.8930
0.1430 0.4610 0.1274
-0.0714 -0.1879 -0.0415
-0.2222 -0.2567 -0.1151
0.3333 -0.2226 0.3519
-0.0575 -0.1727 -0.4312
0.1513 -0.0309 0.1043
0.8168 -0.2220 -0.0387
0.1385 0.8462 -0.5939
-0.9398 0.3614 0.2184
-0.3128 -0.1499 0.1116
-0.0430 -0.3522 -0.0661
0.5149 -0.0802 0.5384
0.9010 -0.2444 -0.6067
-0.1679 0.4389 -0.3775
-0.4044 1.1000 1.7196
0.7564 -1.4351 -0.3478
0.2053 0.2568 -0.4971
-0.2050 -0.0708 -0.2042
-0.2657 -0.3921 -0.3733
-0.0566 0.8389 -0.3916
0.4910 0.8072 -0.7696
0.3027 -1.0325 0.8518
0.1646 -0.0922 -1.1015
-0.5962 0.1741 0.8240
-0.0329 0.2276 0.5627
-1.0243 0.1071 -0.6413
0.6131 2.3782 0.5937
0.8005 -1.1267 0.1518
-0.2209 -0.2982 0.1833
0.0042 -0.7876 -0.6415
-0.1488 -0.4877 0.5819
-0.3736 -0.2591 -0.4632

Calculated values
SMILES	CC1(C)CCCC(C)(C)N1O.CC1(C)CCCC(C)(C)N1O.CO.CO.CO.CO
HOMO-LUMO gap	9.39	eV



Entry 2:
C6H13ClN2S | ωB97M-V with the def2-TZVPD basis set

Element x y z (Å)
1 C 1.704 -0.828 1.249
2 C 1.860 0.323 0.285
3 C 0.797 -1.787 0.567
4 C 0.522 1.095 0.162
5 C -0.648 -1.127 0.539
6 C -0.576 0.088 -0.354
7 N -2.289 2.674 -1.030
8 N -3.431 0.318 -1.190
9 S -2.393 1.190 -0.445
10 Cl 0.964 -1.195 -2.728
11 H 2.708 -1.208 1.500
12 H 1.338 -0.529 2.249
13 H 2.584 1.083 0.637
14 H 2.196 -0.040 -0.638
15 H 1.222 -1.841 -0.350
16 H 0.801 -2.886 0.990
17 H 0.233 1.519 1.093
18 H 0.540 1.915 -0.492
19 H -1.365 -1.817 0.114
20 H -0.652 -0.777 1.604
21 H -0.428 -0.119 -1.394
22 H -1.576 3.094 -0.569
23 H -4.110 0.854 -1.798

Force components x, y, z for each atom (eV/Å):
1.1126 0.4004 1.4709
-0.3066 2.0167 1.9615
-1.1351 -1.9736 2.7039
-1.5607 -1.7078 -0.7975
1.0292 0.5870 0.1543
3.0779 0.0835 2.4767
-2.7738 -4.3019 -0.1618
0.2373 0.9467 0.8525
-1.1764 1.5197 -3.5820
-0.3238 0.3374 0.1784
-0.3084 -0.3382 -0.4858
-0.1328 0.2220 -0.3473
-0.1773 -0.3882 -0.0435
0.3027 -0.3977 -1.5072
0.5496 -0.7549 -3.2239
-0.4633 2.2569 -0.4820
-0.1737 0.0111 1.2178
0.5347 1.0165 -1.2774
-0.4321 -0.2578 0.6946
-1.3420 -0.6064 -0.8051
-0.6013 -0.2091 -1.6755
2.9789 2.0254 1.8826
1.0845 -0.4878 0.7959

Calculated values
HOMO-LUMO gap (spin up / spin down)	4.82 / 5.10	eV



Entry 3:
C4H4N2O | ωB97M-V with the def2-TZVPD basis set

Element x y z (Å)
1 O 2.329 -0.958 -0.086
2 C 1.174 -0.612 -0.045
3 C 0.592 0.700 0.000
4 C -0.597 1.215 0.036
5 N -1.544 0.225 0.042
6 C -1.147 -1.092 0.007
7 N 0.068 -1.510 -0.033
8 H 1.794 1.710 0.387
9 H 1.813 1.706 -0.394
10 H -2.531 0.443 0.070
11 H -1.953 -1.826 0.015

Force components x, y, z for each atom (eV/Å):
-0.4087 0.1631 0.0156
0.2069 -0.0306 -0.0034
-0.0333 0.0724 -0.0022
0.2151 -0.2099 -0.0014
-0.0089 -0.1092 -0.0098
0.0932 0.0856 -0.0011
-0.1320 0.1046 0.0111
-0.0809 -0.0812 0.1780
-0.0997 -0.0679 -0.1797
0.1580 -0.0299 -0.0043
0.0903 0.1031 -0.0027

Calculated values
HOMO-LUMO gap	9.60	eV



Entry 4:
C4H6N2 | ωB97M-V with the def2-TZVPD basis set

Element x y z (Å)
1 C 1.036 -0.166 1.366
2 C 1.183 -0.156 -0.113
3 C -1.205 0.265 -0.356
4 C -0.825 0.126 -1.752
5 N -0.069 -0.316 1.897
6 N 0.081 0.270 -0.619
7 H 1.943 0.082 1.958
8 H 2.223 -0.425 -0.525
9 H -1.947 0.325 0.379
10 H -1.053 0.859 -2.599
11 H -0.868 -0.674 -2.437
12 H -0.498 -0.190 2.800

Force components x, y, z for each atom (eV/Å):
1.5255 0.3975 1.3808
2.3536 -0.5580 2.6443
0.4263 -0.7076 -2.0129
-1.4901 1.7251 -1.4740
-1.8121 -0.6812 -1.7369
0.4409 0.2011 -2.2961
-0.0094 -0.2143 -0.3797
-1.8938 0.7564 -0.3482
-1.0108 0.7149 1.2757
0.3787 0.7601 1.8230
0.3181 -2.5087 0.2530
0.7730 0.1146 0.8709

Calculated values
charge	+2
HOMO-LUMO gap (spin up / spin down)	7.29 / 6.55	eV



Result set for energy above the lowest of the compared OMol25 structures with the same formula, charge and spin: 205.8; 231.9; 481.7; 554.6 kJ/mol, one per record in the order listed.
Result set for maximum force: 0.0522; 0.0996; 0.0086; 0.0697 Eh/bohr, one per record in the order listed.
Result set for E: -1431.41607; -1204.10559; -339.39819; -264.55284 hartree, one per record in the order listed.